# 1
Below is an isolated ion of composition C5H13N2 and charge +1, with properties calculated with ωB97M-V/def2-TZVPD.

Its net charge is +1. The electronic energy comes out at -307.46788 Eh. The frontier orbital gap is 10.628 eV.

Last column: natural (NBO) charge in e.
Positions of all 20 atoms, in Å:
C: 2.597 -0.304 0.637  -0.415
N: 1.261 0.235 0.405  -0.437
C: 0.549 0.568 -0.879  -0.001
N: -0.729 0.168 -0.201  -0.232
C: -1.461 1.214 0.427  -0.424
C: -1.681 -0.777 -0.988  -0.445
C: 0.157 -0.593 0.775  -0.004
H: 2.681 -1.404 0.705  0.205
H: 3.127 0.055 -0.105  0.210
H: 2.928 0.269 1.497  0.230
H: 0.602 1.514 -1.176  0.206
H: 0.874 -0.125 -1.774  0.205
H: -0.794 2.014 0.802  0.253
H: -2.216 1.627 -0.278  0.243
H: -1.904 0.739 1.312  0.235
H: -1.099 -1.425 -1.687  0.243
H: -2.308 -1.482 -0.372  0.255
H: -2.515 -0.277 -1.581  0.254
H: 0.206 -1.679 0.601  0.211
H: -0.275 -0.338 1.884  0.207


# 2
Below is an isolated ion of composition C5H13N2 and charge +1, with properties calculated with ωB97M-V/def2-TZVPD.

Its net charge is +1. The electronic energy comes out at -307.54549 Eh. The frontier orbital gap is 9.781 eV.

Last column: natural (NBO) charge in e.
Positions of all 20 atoms, in Å:
N: 1.166 1.352 -0.222  -0.900
C: -0.109 1.893 -0.607  -0.016
C: -1.167 1.184 -0.997  -0.233
C: -1.072 -0.312 -1.120  -0.448
C: -1.032 -1.054 0.226  -0.415
C: 0.354 -1.600 0.607  -0.223
N: 1.027 -0.601 1.544  -0.685
H: 1.587 0.781 -0.934  0.386
H: 1.817 2.112 -0.009  0.403
H: -0.084 2.986 -0.649  0.212
H: -1.907 1.735 -1.551  0.242
H: -0.211 -0.558 -1.750  0.202
H: -1.878 -0.686 -1.682  0.243
H: -1.305 -0.306 0.954  0.203
H: -1.806 -1.763 0.256  0.249
H: 0.359 -2.565 1.076  0.237
H: 0.885 -1.672 -0.333  0.224
H: 1.631 -1.009 2.165  0.423
H: 0.264 -0.061 2.012  0.436
H: 1.482 0.145 1.014  0.459


# 3
Below is an isolated ion of composition C5H13N2 and charge +1, with properties calculated with ωB97M-V/def2-TZVPD.

Its spin multiplicity is 3. Its net charge is +1. The electronic energy comes out at -307.29137 Eh. The expectation value of S² is 2.01. The frontier orbital gap (spin up / spin down) is 4.373 / 7.876 eV.

Last column: Mulliken spin population.
Positions of all 20 atoms, in Å:
C: -1.175 0.256 0.151  0.453
C: 0.045 0.242 1.022  0.636
C: 0.157 -0.216 -0.365  0.084
C: 0.343 -1.745 -0.508  -0.058
C: 0.631 0.606 -1.628  0.296
N: -2.297 -0.705 0.294  0.492
N: 0.724 1.400 1.491  0.441
H: -1.622 1.139 -0.180  0.077
H: -0.042 -0.476 1.853  0.157
H: 1.105 -1.873 -1.219  0.028
H: -0.467 -2.369 -0.923  -0.002
H: 0.739 -2.110 0.381  0.007
H: -0.163 1.144 -2.036  -0.016
H: 1.140 -0.144 -2.307  0.026
H: 1.407 1.449 -1.325  -0.034
H: -1.779 -1.607 0.326  -0.012
H: -2.815 -0.703 -0.606  0.007
H: 0.170 1.917 2.225  -0.248
H: 0.954 2.101 0.666  -0.065
H: 1.562 1.089 1.976  -0.268


# 4
Below is a 2-piece molecular cluster, C5H13N2O overall, with properties calculated with ωB97M-V/def2-TZVPD.

Its net charge is -1. The electronic energy comes out at -382.75334 Eh. The frontier orbital gap is 3.478 eV.

Last column: natural (NBO) charge in e.
Positions of all 21 atoms, in Å:
C: -2.276 -0.388 0.476  -0.488
N: -1.465 -1.217 1.350  -0.309
C: -0.133 -1.330 0.698  -0.316
C: 0.963 -0.552 1.382  -0.445
C: 2.108 -0.658 0.357  -0.003
O: 3.357 -0.281 0.639  -0.750
C: 0.016 1.724 -1.336  -0.456
N: -0.654 1.515 -2.559  -0.714
H: -2.418 -0.789 -0.639  0.189
H: -1.889 0.645 0.493  0.213
H: -3.364 -0.283 0.626  0.187
H: 0.309 -2.378 0.824  0.234
H: -0.089 -0.976 -0.416  0.207
H: 0.961 0.552 1.620  0.225
H: 1.391 -1.135 2.289  0.207
H: 1.833 0.005 -0.563  0.119
H: 2.112 -1.848 -0.013  0.075
H: -0.289 1.052 -0.474  0.185
H: 1.112 1.520 -1.477  0.201
H: -1.436 2.159 -2.506  0.283
H: -0.149 2.660 -0.770  0.156


# 5
Below is an isolated ion of composition C5H13N2O and charge -2, with properties calculated with ωB97M-V/def2-TZVPD.

Its spin multiplicity is 2. Its net charge is -2. The electronic energy comes out at -382.83367 Eh. The expectation value of S² is 0.75. The frontier orbital gap (spin up / spin down) is 3.063 / 6.909 eV.

Last column: Mulliken spin population.
Positions of all 21 atoms, in Å:
N: 0.451 -1.889 0.317  0.013
C: 0.013 -0.466 0.296  -0.298
C: 0.102 0.181 -1.069  -0.039
C: -0.801 -0.645 -2.120  0.073
O: -0.743 -1.984 -2.090  -0.006
C: 0.569 0.200 1.538  0.412
N: -0.012 1.491 1.966  -0.807
C: 0.430 2.762 1.285  3.911
H: -0.216 -2.380 -0.121  0.011
H: 1.275 -1.918 -0.374  -0.018
H: -1.117 -0.541 0.601  -0.055
H: 1.106 0.157 -1.540  -0.132
H: -0.082 1.242 -0.999  -0.014
H: -0.659 -0.287 -3.133  -0.019
H: -1.891 -0.407 -1.948  0.005
H: 0.525 -0.452 2.469  -0.102
H: 1.694 0.331 1.351  0.151
H: -1.073 1.445 1.884  0.015
H: 0.818 2.655 0.202  -0.218
H: 1.105 3.316 1.976  -1.265
H: -0.488 3.307 0.790  -0.618


# 6
Below is an isolated ion of composition C5H13N2O and charge +1, with properties calculated with ωB97M-V/def2-TZVPD.

Its net charge is +1. The electronic energy comes out at -382.78811 Eh. The frontier orbital gap is 9.395 eV.

Last column: natural (NBO) charge in e.
Positions of all 21 atoms, in Å:
N: -0.805 -1.171 2.954  -0.794
C: -0.530 -0.093 2.148  0.037
C: -0.013 -0.163 0.909  0.007
N: 0.560 -1.473 0.360  -0.743
C: 0.475 1.030 0.120  -0.452
C: -0.460 1.358 -1.054  -0.442
C: -0.119 0.805 -2.422  -0.055
O: 0.592 -0.430 -2.180  -0.783
H: -0.207 -1.957 2.785  0.386
H: -1.281 -0.967 3.814  0.427
H: -1.012 0.876 2.254  0.240
H: -0.204 -2.141 0.479  0.433
H: 0.656 -1.296 -0.678  0.486
H: 1.440 -1.783 0.805  0.433
H: 1.486 0.851 -0.227  0.225
H: 0.687 1.858 0.817  0.251
H: -1.376 0.824 -0.829  0.212
H: -0.661 2.437 -1.074  0.246
H: 0.603 1.386 -3.025  0.184
H: -1.042 0.662 -3.061  0.198
H: 1.213 -0.614 -2.895  0.506


# 7
Below is a 2-piece molecular cluster, C5H13N2O overall, with properties calculated with ωB97M-V/def2-TZVPD.

Its net charge is +1. The electronic energy comes out at -382.77865 Eh. The frontier orbital gap is 10.419 eV.

Last column: natural (NBO) charge in e.
Positions of all 21 atoms, in Å:
C: -2.071 0.159 -0.588  0.477
C: 3.572 0.005 0.311  -0.688
C: 1.722 0.737 -1.275  -0.698
C: -4.040 -0.167 0.693  -0.258
C: 2.135 0.141 -0.014  0.493
N: -1.331 -0.582 0.136  -0.800
N: 1.242 -0.458 0.731  -0.642
O: -3.427 0.244 -0.527  -0.467
H: 4.042 -0.640 -0.551  0.277
H: 3.488 -0.717 1.201  0.235
H: 4.047 0.974 0.448  0.277
H: 2.212 1.824 -1.295  0.268
H: 2.096 0.243 -2.100  0.272
H: 0.594 0.892 -1.413  0.241
H: -3.368 0.205 1.462  0.181
H: -4.179 -1.249 0.762  0.191
H: -4.985 0.228 0.680  0.218
H: -1.697 -1.129 0.904  0.386
H: 0.233 -0.320 0.422  0.441
H: -1.668 0.665 -1.467  0.183
H: 1.382 -1.053 1.480  0.413


# 8
Below is an isolated ion of composition C5H13N2O and charge +1, with properties calculated with ωB97M-V/def2-TZVPD.

Its net charge is +1. The electronic energy comes out at -382.77323 Eh. The frontier orbital gap is 11.053 eV.

Last column: natural (NBO) charge in e.
Positions of all 21 atoms, in Å:
C: -0.021 -1.930 -0.288  -0.633
C: -0.178 -0.555 0.472  -0.150
C: -1.525 0.279 -0.232  0.713
N: -2.761 -0.029 0.343  -0.822
O: -1.431 1.087 -1.107  -0.574
N: 1.064 0.165 0.212  -0.363
C: 1.177 0.655 -1.185  -0.453
C: 1.155 1.348 1.075  -0.412
H: 0.895 -2.303 0.061  0.206
H: -0.064 -1.839 -1.366  0.232
H: -0.602 -2.774 -0.050  0.261
H: -0.349 -0.896 1.546  0.260
H: -2.992 -0.145 1.274  0.411
H: -3.482 0.325 -0.215  0.408
H: 1.888 -0.486 0.446  0.446
H: 1.997 1.362 -1.210  0.226
H: 1.334 -0.235 -1.831  0.234
H: 0.315 1.184 -1.539  0.295
H: 0.261 1.996 0.778  0.249
H: 1.258 1.004 2.129  0.239
H: 2.060 1.785 0.684  0.226


# 9
Below is an isolated ion of composition C5H13N2O and charge +2, with properties calculated with ωB97M-V/def2-TZVPD.

Its spin multiplicity is 2. Its net charge is +2. The electronic energy comes out at -382.26076 Eh. The expectation value of S² is 0.76. The frontier orbital gap (spin up / spin down) is 8.057 / 4.313 eV.

Last column: Mulliken spin population.
Positions of all 21 atoms, in Å:
O: -2.736 -0.587 -1.832  0.723
C: -2.585 -0.665 -0.627  -0.005
C: -1.271 -0.049 -0.032  0.146
C: -0.309 -1.189 0.007  0.027
C: 0.901 -0.957 0.886  0.025
C: 1.682 0.391 0.860  0.002
N: 1.874 1.106 -0.393  0.006
N: -0.838 1.265 -0.768  -0.001
H: -3.274 -1.141 0.087  0.068
H: -1.519 0.375 0.890  -0.002
H: -0.055 -1.580 -0.994  -0.004
H: -0.669 -2.134 0.349  0.000
H: 0.757 -1.170 1.960  -0.001
H: 1.657 -1.779 0.687  0.011
H: 2.582 0.256 1.475  0.000
H: 1.021 1.054 1.459  -0.001
H: 2.517 1.894 -0.289  0.000
H: 2.296 0.465 -0.997  0.000
H: -1.259 2.109 -0.273  0.000
H: 0.274 1.253 -0.738  0.004
H: -1.045 1.085 -1.717  0.003


# 10
Below is an isolated ion of composition C5H13N2O and charge +2, with properties calculated with ωB97M-V/def2-TZVPD.

Its spin multiplicity is 2. Its net charge is +2. The electronic energy comes out at -382.25081 Eh. The expectation value of S² is 0.76. The frontier orbital gap (spin up / spin down) is 9.077 / 5.591 eV.

Last column: Mulliken spin population.
Positions of all 21 atoms, in Å:
N: 1.530 -1.213 1.492  -0.001
C: 1.065 -2.064 0.384  -0.001
C: 0.878 -1.129 -0.937  0.004
N: 0.453 0.167 -0.390  -0.002
C: 0.891 1.399 -1.131  0.004
C: -1.167 0.134 -0.430  0.117
C: -1.653 1.284 0.470  0.008
O: -2.756 1.780 0.461  0.775
H: 1.095 -1.564 2.369  0.000
H: 2.536 -1.194 1.646  0.000
H: 1.073 -0.274 1.026  0.003
H: 0.174 -2.430 0.703  0.000
H: 1.760 -3.004 0.281  0.000
H: 0.276 -1.541 -1.778  0.002
H: 1.960 -0.967 -1.258  0.004
H: 0.465 2.249 -0.676  0.000
H: 2.020 1.508 -1.165  0.000
H: 0.556 1.384 -2.188  -0.001
H: -1.455 0.396 -1.469  -0.002
H: -1.553 -0.884 -0.195  -0.007
H: -0.821 1.662 1.170  0.097


# 11
Below is a 2-piece molecular cluster, C5H13N2S overall, with properties calculated with ωB97M-V/def2-TZVPD.

Its net charge is -1. The electronic energy comes out at -705.75774 Eh. The frontier orbital gap is 3.377 eV.

Last column: natural (NBO) charge in e.
Positions of all 21 atoms, in Å:
C: 1.280 -1.202 0.704  -0.476
N: 0.930 -1.702 -0.595  -0.335
C: -0.219 -0.876 -0.921  -0.106
C: -0.038 0.802 -1.186  -0.527
S: -1.525 1.601 -1.984  -0.366
C: -0.712 -1.437 -2.272  -0.619
C: -0.430 1.516 1.868  -0.444
N: -0.192 1.366 3.233  -0.724
H: 0.329 -0.984 1.201  0.192
H: 1.763 -1.936 1.308  0.179
H: 1.959 -0.305 0.833  0.199
H: -1.044 -1.026 -0.290  0.192
H: 0.085 1.329 -0.279  0.218
H: 0.940 0.976 -1.669  0.187
H: -1.569 -0.770 -2.572  0.222
H: -0.918 -2.456 -2.229  0.192
H: 0.125 -1.314 -2.892  0.196
H: -0.687 0.552 1.361  0.186
H: 0.496 1.945 1.373  0.146
H: 0.695 1.758 3.411  0.289
H: -1.267 2.162 1.596  0.199